Below is a molecular structure, C23H27AsCoF6N5OS in a non-equilibrium geometry, with properties calculated with ωB97M-V/def2-TZVPD.

XYZ file:
```
65
Properties=species:S:1:pos:R:3
Co -0.349 -0.185 -0.143
C 1.805 0.091 2.054
N 1.649 -0.529 0.722
C 2.729 -0.229 -0.240
C 2.139 -0.325 -1.609
N 0.841 -0.244 -1.774
C 0.613 -0.289 -3.152
C -0.573 -0.239 -3.878
C -0.466 -0.294 -5.251
C 0.783 -0.405 -5.890
C 1.962 -0.463 -5.177
C 1.843 -0.397 -3.793
N 2.797 -0.424 -2.773
C 0.434 0.341 2.591
N -0.603 0.328 1.792
C -1.714 0.635 2.580
C -3.063 0.726 2.249
C -3.933 1.063 3.265
C -3.480 1.296 4.576
C -2.147 1.193 4.914
C -1.279 0.856 3.881
N 0.103 0.652 3.854
H 2.330 1.041 1.937
H 2.395 -0.530 2.733
H 1.585 -1.540 0.836
H 3.590 -0.890 -0.121
H 3.068 0.795 -0.066
H -1.533 -0.188 -3.383
H -1.360 -0.266 -5.859
H 0.817 -0.455 -6.969
H 2.918 -0.553 -5.672
H 3.796 -0.491 -2.887
H -3.413 0.510 1.248
H -4.992 1.140 3.059
H -4.199 1.550 5.342
H -1.805 1.361 5.926
H 0.739 0.741 4.630
C -2.916 2.264 -2.618
As -2.007 3.257 -1.264
C -3.260 3.662 0.117
C -1.412 4.902 -2.021
S -0.278 2.242 -0.528
H -3.732 2.872 -3.009
H -3.314 1.348 -2.183
H -2.207 2.028 -3.409
H -4.089 4.226 -0.310
H -2.753 4.255 0.876
H -3.623 2.737 0.556
H -2.278 5.456 -2.381
H -0.734 4.684 -2.844
H -0.895 5.474 -1.253
C -3.343 -2.940 -0.818
C -1.950 -2.598 -0.312
O -1.700 -1.219 -0.514
C -0.892 -3.409 -1.094
F -1.048 -4.714 -0.935
F 0.366 -3.092 -0.692
F -0.968 -3.124 -2.392
C -1.863 -2.873 1.206
F -0.640 -2.526 1.695
F -2.066 -4.146 1.501
F -2.757 -2.131 1.855
H -3.405 -2.725 -1.882
H -4.079 -2.342 -0.286
H -3.559 -3.995 -0.656
```

As for the expectation value of S²: 6.015. The spin multiplicity is 5. As for the total energy: -5857.19882 Ha. As for the net charge: +2. The HOMO-LUMO gap (alpha / beta) is 9.63 / 6.54 eV. The energy above the lowest of the compared OMol25 structures with the same formula, charge and spin is 0.0 kJ/mol.